1.
C16H16ClNO5 in the gas phase. Source: the OMol25 dataset; level of theory: ωB97M-V/def2-TZVPD.

Summary:
SMILES: COc1ccccc1OCCCOc1ccc([N+](=O)[O-])cc1Cl
Charge: 0
Spin multiplicity: 1
Energy above the lowest of the compared OMol25 structures with the same formula, charge and spin in kcal per mole: 76.95
Frontier orbital gap in eV: 7.840

Geometry as XYZ:
```
39
C16H16ClNO5 | the OMol25 dataset | ωB97M-V/def2-TZVPD
C -3.076 -2.853 0.169
H -3.427 -3.822 0.525
O -4.008 -1.920 0.670
C -4.040 -0.633 0.217
C -5.215 0.049 0.523
C -5.407 1.365 0.155
C -4.417 2.023 -0.548
C -3.239 1.366 -0.856
C -3.021 0.047 -0.476
O -1.860 -0.644 -0.747
C -0.725 0.039 -1.217
C -0.069 0.908 -0.137
H 0.765 1.451 -0.585
H -0.791 1.626 0.253
C 0.420 0.038 1.022
H 0.727 0.652 1.876
H -0.391 -0.622 1.341
O 1.458 -0.843 0.634
C 2.709 -0.394 0.465
C 3.163 0.898 0.740
C 4.487 1.236 0.548
C 5.381 0.287 0.071
C 4.959 -1.009 -0.215
C 3.638 -1.340 -0.020
Cl 3.079 -2.931 -0.365
H 5.667 -1.733 -0.586
N 6.758 0.643 -0.132
O 7.509 -0.218 -0.538
O 7.085 1.785 0.115
H 4.841 2.232 0.763
H 2.483 1.646 1.113
H -0.955 0.637 -2.107
H -0.035 -0.759 -1.508
H -2.480 1.900 -1.405
H -4.549 3.048 -0.858
H -6.327 1.868 0.410
H -5.972 -0.495 1.066
H -3.054 -2.854 -0.923
H -2.069 -2.673 0.549
```

2.
C16H16CrN2O2S as an isolated structure. Source: the OMol25 dataset; level of theory: ωB97M-V/def2-TZVPD.

Summary:
Charge: 0
Spin multiplicity: 5
Energy above the lowest of the compared OMol25 structures with the same formula, charge and spin in kcal per mole: 28.84
Expectation value of S²: 6.0239
Frontier orbital gap (spin up / spin down) in eV: 7.453 / 7.439

Geometry as XYZ:
```
38
C16H16CrN2O2S | the OMol25 dataset | ωB97M-V/def2-TZVPD
Cr 1.065 1.666 0.613
O 2.813 1.285 0.513
C 3.413 0.128 0.507
C 4.807 0.068 0.350
C 5.476 -1.131 0.273
C 4.765 -2.329 0.362
C 3.405 -2.305 0.555
C 2.676 -1.099 0.639
C 1.271 -1.162 0.839
N 0.479 -0.116 0.937
N -0.838 -0.263 1.140
C -1.439 0.912 1.078
O -0.744 1.979 0.835
C -2.889 0.995 1.233
C -3.566 2.139 0.807
C -4.938 2.225 0.934
C -5.648 1.177 1.497
C -4.981 0.046 1.940
C -3.611 -0.054 1.802
H 5.334 1.010 0.282
H 6.550 -1.139 0.165
H 5.293 -3.268 0.300
H 2.868 -3.237 0.659
H 0.817 -2.147 0.921
H -2.998 2.951 0.377
H -5.459 3.108 0.598
H -6.721 1.240 1.595
H -5.533 -0.758 2.404
H -3.077 -0.928 2.140
C 1.505 -0.361 -3.098
S 0.437 0.931 -2.383
C -1.183 0.173 -2.733
H 1.039 -1.328 -2.945
H 2.463 -0.330 -2.589
H 1.628 -0.165 -4.160
H -1.493 0.458 -3.735
H -1.893 0.533 -1.996
H -1.091 -0.905 -2.657
```

3.
C16H16F2N2O4S in the gas phase. Source: the OMol25 dataset; level of theory: ωB97M-V/def2-TZVPD.

Summary:
SMILES: CCCCNC(=O)c1onc(CSc2ccc(F)c(F)c2)c1C(=O)O
Charge: 0
Spin multiplicity: 1
Frontier orbital gap in eV: 7.985

Geometry as XYZ:
```
41
C16H16F2N2O4S | the OMol25 dataset | ωB97M-V/def2-TZVPD
C 5.413 -3.908 -0.227
H 5.895 -4.393 0.619
C 6.468 -3.403 -1.208
C 5.885 -2.809 -2.494
H 6.622 -2.896 -3.295
C 5.516 -1.326 -2.395
N 4.455 -1.071 -1.447
C 3.171 -1.006 -1.803
O 2.772 -1.079 -2.962
C 2.236 -0.811 -0.673
C 0.865 -0.666 -0.601
C 0.631 -0.497 0.806
N 1.760 -0.553 1.461
O 2.751 -0.747 0.570
C -0.643 -0.226 1.498
H -0.575 -0.520 2.544
H -1.474 -0.706 0.989
S -0.935 1.600 1.458
C -2.707 1.685 1.367
C -3.428 0.989 0.406
C -4.804 1.115 0.360
C -5.455 1.947 1.254
C -4.726 2.661 2.199
C -3.352 2.529 2.262
H -2.795 3.084 3.000
F -5.350 3.475 3.065
F -6.792 2.066 1.201
H -5.384 0.581 -0.376
H -2.925 0.365 -0.315
C -0.202 -0.733 -1.643
O -1.365 -0.713 -1.321
O 0.169 -0.833 -2.898
H 1.155 -0.905 -3.047
H 4.693 -1.017 -0.468
H 5.164 -0.979 -3.370
H 6.388 -0.740 -2.097
H 5.002 -3.375 -2.794
H 7.105 -2.663 -0.718
H 7.104 -4.248 -1.479
H 4.767 -4.637 -0.712
H 4.790 -3.106 0.159
```

4.
C16H16FN5O2S in the gas phase. Source: the OMol25 dataset; level of theory: ωB97M-V/def2-TZVPD.

Summary:
SMILES: CCS(=O)(=O)n1nc(-c2cccnc2)nc1NCc1ccc(F)cc1
Charge: 0
Spin multiplicity: 1
Energy above the lowest of the compared OMol25 structures with the same formula, charge and spin in kcal per mole: 0.00
Frontier orbital gap in eV: 9.148

Geometry as XYZ:
```
41
C16H16FN5O2S | the OMol25 dataset | ωB97M-V/def2-TZVPD
C -0.566 -1.944 2.351
C 0.234 -3.095 1.791
H 1.307 -2.965 1.895
H -0.074 -4.058 2.190
S -0.060 -3.198 0.012
O 0.654 -4.292 -0.557
O -1.458 -3.076 -0.293
N 0.614 -1.738 -0.529
C 0.079 -0.725 -1.291
N 0.875 0.320 -1.273
C 1.916 -0.070 -0.483
N 1.794 -1.290 -0.009
C 3.039 0.796 -0.189
C 4.110 0.356 0.589
C 5.153 1.230 0.834
C 5.086 2.507 0.293
N 4.075 2.933 -0.447
C 3.080 2.101 -0.683
H 2.271 2.474 -1.294
H 5.879 3.226 0.456
H 6.002 0.929 1.428
H 4.104 -0.651 0.977
N -1.057 -0.879 -1.985
H -1.620 -1.669 -1.688
C -1.763 0.301 -2.460
C -2.588 0.905 -1.353
C -3.910 0.520 -1.166
C -4.649 1.018 -0.108
C -4.041 1.899 0.767
C -2.724 2.294 0.611
C -2.002 1.791 -0.456
H -0.971 2.080 -0.596
H -2.284 2.985 1.313
F -4.752 2.386 1.806
H -5.677 0.733 0.046
H -4.370 -0.172 -1.856
H -1.007 1.007 -2.806
H -2.395 -0.005 -3.297
H -1.605 -2.035 2.040
H -0.177 -0.996 1.986
H -0.523 -1.935 3.438
```

5.
C16H16InN7O11P2S3 as an isolated structure. Source: the OMol25 dataset; level of theory: ωB97M-V/def2-TZVPD.

Summary:
Charge: -2
Spin multiplicity: 1
Energy above the lowest of the compared OMol25 structures with the same formula, charge and spin in kcal per mole: 28.02
Frontier orbital gap in eV: 5.675

Geometry as XYZ:
```
56
C16H16InN7O11P2S3 | the OMol25 dataset | ωB97M-V/def2-TZVPD
In 1.802 0.095 0.443
O 5.791 -1.782 -0.507
P 4.341 -1.607 -1.120
O 3.979 -2.791 -1.957
O 3.487 -1.199 0.110
O 4.453 -0.237 -2.052
P 4.210 1.281 -1.615
O 5.354 1.614 -0.520
O 4.355 2.214 -2.774
O 2.812 1.237 -0.988
H 6.414 -2.319 -0.996
H 5.437 0.793 0.028
N -6.404 -2.296 -1.471
C -5.529 -1.456 -0.873
C -5.435 -0.098 -1.194
C -4.348 0.661 -0.804
C -3.341 0.028 -0.038
C -3.607 -1.221 0.579
C -4.693 -1.930 0.160
S -1.900 0.964 0.387
O -2.053 2.251 -0.268
O -1.677 0.974 1.836
N -0.564 0.189 -0.147
C -0.343 -0.501 -1.351
N -1.296 -0.657 -2.290
C -0.929 -1.158 -3.455
C 0.376 -1.579 -3.738
C 1.270 -1.606 -2.671
N 0.922 -1.045 -1.465
H -6.821 -2.023 -2.361
H -6.140 -3.274 -1.452
H -6.195 0.402 -1.798
H -4.238 1.732 -1.097
H -2.942 -1.575 1.373
H -4.876 -2.886 0.646
H -1.784 -1.255 -4.149
H 0.620 -2.002 -4.694
H 2.228 -2.142 -2.736
S 2.033 0.005 3.088
C 1.786 -1.715 3.186
S 1.026 -2.539 1.947
C 2.216 -2.393 4.345
C 2.187 -3.789 4.435
N 2.238 -4.958 4.506
C 2.756 -1.761 5.447
N 3.261 -1.354 6.426
N -0.970 5.043 1.001
C -0.114 4.215 1.870
C 0.823 3.472 0.919
O 1.240 4.128 -0.153
O 1.267 2.335 1.184
H -1.379 5.801 1.518
H -1.679 4.480 0.552
H 0.715 4.923 -0.224
H -0.635 3.440 2.474
H 0.490 4.874 2.501
```

6.
C16H16N2O4S2 in the gas phase. Source: the OMol25 dataset; level of theory: ωB97M-V/def2-TZVPD.

Summary:
SMILES: CCCNc1c(NS(=O)(=O)c2cccs2)c(=O)oc2ccccc12
Charge: 0
Spin multiplicity: 1
Energy above the lowest of the compared OMol25 structures with the same formula, charge and spin in kcal per mole: 52.56
Frontier orbital gap in eV: 8.419

Geometry as XYZ:
```
40
C16H16N2O4S2 | the OMol25 dataset | ωB97M-V/def2-TZVPD
C -3.802 0.639 -0.461
C -3.256 0.577 -1.883
C -1.771 0.216 -1.925
N -0.953 1.301 -1.395
C 0.245 1.067 -0.760
C 0.334 0.238 0.332
N -0.764 -0.376 0.941
S -0.890 -2.053 0.816
O -0.062 -2.515 -0.258
O -2.304 -2.300 0.735
C -0.300 -2.683 2.345
C 0.599 -3.682 2.542
C 0.815 -3.933 3.914
C 0.073 -3.121 4.713
S -0.905 -2.034 3.808
H 0.046 -3.094 5.784
H 1.493 -4.680 4.284
H 1.085 -4.192 1.732
H -1.650 0.068 0.749
C 1.595 -0.116 0.943
O 1.704 -0.897 1.862
O 2.716 0.481 0.456
C 2.655 1.412 -0.523
C 3.859 2.016 -0.884
C 3.884 2.961 -1.886
C 2.707 3.307 -2.541
C 1.516 2.712 -2.190
C 1.456 1.756 -1.168
H 0.620 2.999 -2.720
H 2.727 4.043 -3.330
H 4.815 3.428 -2.164
H 4.754 1.720 -0.362
H -0.936 2.092 -2.023
H -1.589 -0.698 -1.361
H -1.479 0.017 -2.967
H -3.803 -0.181 -2.446
H -3.405 1.539 -2.379
H -4.860 0.888 -0.476
H -3.687 -0.327 0.028
H -3.284 1.405 0.114
```

7.
C16H16N3O7Pb as an isolated structure. Source: the OMol25 dataset; level of theory: ωB97M-V/def2-TZVPD.

Summary:
Charge: -1
Spin multiplicity: 1
Frontier orbital gap (spin up / spin down) in eV: 5.116 / 6.687

Geometry as XYZ:
```
43
C16H16N3O7Pb | the OMol25 dataset | ωB97M-V/def2-TZVPD
Pb -0.041 -0.138 0.100
N 2.045 0.408 4.126
C 1.576 0.490 2.853
O 0.381 0.285 2.638
C 2.572 0.859 1.786
C 2.449 -0.064 0.557
H 1.413 0.084 4.838
H 3.024 0.477 4.330
H 3.578 0.894 2.225
H 2.311 1.876 1.472
H 2.840 -1.058 0.819
H 3.110 0.331 -0.224
O -4.111 0.326 -4.574
C -2.926 0.033 -5.053
O -2.759 -0.314 -6.204
C -1.758 0.107 -4.129
C -0.530 -0.387 -4.497
N 0.292 -0.207 -3.452
N -0.309 0.388 -2.422
C -1.568 0.596 -2.796
C -2.529 1.342 -1.952
O -3.725 1.332 -2.262
O -2.862 0.253 0.595
H -4.064 0.593 -3.599
H -0.238 -0.866 -5.415
H 1.262 -0.451 -3.361
C -3.015 3.225 -0.304
C -2.071 2.136 -0.776
O -0.861 2.226 -0.450
C -3.600 -0.826 0.384
C -5.002 -0.762 0.426
C -5.791 -1.890 0.292
C -5.169 -3.122 0.098
C -3.794 -3.214 0.016
C -2.939 -2.087 0.142
O -1.653 -2.223 0.098
H -2.490 4.178 -0.371
H -3.258 3.028 0.738
H -3.928 3.253 -0.894
H -5.447 0.214 0.577
H -6.872 -1.815 0.328
H -5.777 -4.017 0.011
H -3.315 -4.173 -0.148
```

8.
C16H16NO3OsS2Te4 as an isolated structure. Source: the OMol25 dataset; level of theory: ωB97M-V/def2-TZVPD.

Summary:
Charge: +1
Spin multiplicity: 5
Expectation value of S²: 6.0335
Frontier orbital gap (spin up / spin down) in eV: 6.334 / 5.314

Geometry as XYZ:
```
43
C16H16NO3OsS2Te4 | the OMol25 dataset | ωB97M-V/def2-TZVPD
Os -0.540 1.592 0.402
Te 1.387 1.955 2.434
Te 3.077 3.163 0.695
Te -3.461 3.807 -0.956
Te -3.128 1.560 0.289
C -2.230 6.448 -1.550
O -1.253 5.379 -1.751
C -1.489 4.124 -1.405
S -0.315 2.930 -1.652
S -0.713 2.989 2.252
H -1.644 7.370 -1.545
H -2.828 6.389 -0.625
H -2.894 6.404 -2.421
C 2.134 -2.655 1.695
O 0.904 -3.078 1.111
C -0.179 -2.356 1.468
C -0.287 -1.616 2.623
C -1.463 -0.868 2.892
C -2.601 -1.049 2.112
C -2.456 -1.750 0.908
C -1.262 -2.320 0.580
N -1.108 -3.097 -0.550
C -0.093 -3.100 -1.408
C 0.854 -2.132 -1.621
C 2.097 -2.617 -2.134
C 3.262 -1.887 -2.062
C 3.169 -0.494 -1.646
C 1.996 0.053 -1.250
C 0.842 -0.768 -1.149
O -0.250 -0.279 -0.649
H 2.847 -3.328 1.305
H 2.127 -2.784 2.799
H 2.310 -1.615 1.381
H 0.547 -1.464 3.322
H -1.444 -0.144 3.755
H -3.447 -0.370 2.190
H -3.261 -1.825 0.236
H -1.661 -3.979 -0.552
H 0.110 -4.020 -1.983
H 2.088 -3.584 -2.590
H 4.199 -2.211 -2.392
H 4.032 0.203 -1.695
H 2.025 1.024 -0.866
```